{"formula": "C33H43BN8O2S2Ti", "method": "ωB97M-V/def2-TZVPD", "species": ["Ti", "C", "C", "C", "C", "N", "N", "B", "N", "N", "C", "C", "C", "C", "C", "C", "C", "C", "N", "N", "C", "C", "C", "C", "C", "C", "C", "C", "C", "C", "C", "C", "H", "H", "H", "H", "H", "H", "H", "H", "H", "H", "H", "H", "H", "H", "H", "H", "H", "H", "H", "H", "H", "H", "H", "H", "H", "H", "H", "H", "H", "H", "H", "H", "H", "H", "H", "H", "H", "H", "H", "H", "S", "C", "C", "C", "C", "N", "C", "C", "C", "S", "C", "N", "H", "H", "O", "C", "O", "H"], "xyz": [[0.4817, 1.3980, -0.7475], [4.2334, -2.0606, -1.9873], [2.7226, -1.9670, -2.1713], [1.9796, -2.2360, -3.3239], [0.6110, -2.2867, -2.9409], [0.4600, -1.9940, -1.6644], [1.8152, -1.7846, -1.1768], [2.1912, -1.1822, 0.2470], [2.0634, 0.4443, 0.3264], [1.0539, 1.0860, 1.1586], [1.5473, 2.2922, 1.4784], [2.8082, 2.5333, 0.8237], [3.1401, 1.3128, 0.2304], [4.4693, 0.9452, -0.3827], [0.8016, 3.1314, 2.4699], [-0.5887, 2.5143, 2.7479], [0.7311, 4.5921, 2.0052], [1.6614, 3.0605, 3.6981], [1.2142, -1.7831, 1.2919], [-0.1449, -1.4170, 1.3960], [-0.7104, -2.2303, 2.2915], [0.3148, -3.1016, 2.8053], [1.4858, -2.7979, 2.1245], [2.8594, -3.3530, 2.3973], [-2.1887, -2.2545, 2.6012], [-2.1269, -2.0112, 4.1097], [-2.8419, -1.1627, 1.7533], [-2.7814, -3.5821, 2.2067], [-0.5716, -2.4503, -3.8783], [-1.8317, -2.5784, -2.9538], [-0.3718, -3.7480, -4.6672], [-0.6720, -1.1709, -4.8043], [4.5895, -2.7591, -2.7174], [4.5323, -2.2960, -1.0030], [4.7063, -1.0905, -2.2592], [2.3233, -2.3684, -4.3120], [3.3478, -1.4609, 0.5017], [3.3998, 3.4526, 0.9367], [5.2235, 1.5857, 0.0928], [4.4769, 1.1490, -1.4774], [4.7452, -0.0977, -0.2171], [-1.2806, 2.5416, 1.9050], [-1.1212, 3.0344, 3.5911], [-0.4611, 1.4612, 3.0058], [0.1965, 4.6713, 1.0473], [1.7100, 5.1501, 1.9304], [0.1442, 5.1836, 2.7449], [1.8967, 2.0362, 4.0628], [1.1671, 3.5396, 4.5617], [2.6151, 3.5923, 3.5898], [0.1404, -3.8886, 3.5148], [2.9028, -3.4269, 3.5029], [3.6226, -2.7298, 1.9388], [2.8562, -4.3979, 2.0675], [-1.6737, -1.0511, 4.3622], [-1.6082, -2.8200, 4.6571], [-3.1593, -2.0143, 4.5594], [-2.4856, -0.1484, 1.9652], [-3.9683, -1.1593, 1.8662], [-2.5713, -1.3408, 0.6742], [-2.3252, -4.3612, 2.8620], [-2.5652, -3.8170, 1.1351], [-3.8799, -3.5340, 2.4153], [-1.6746, -3.4448, -2.2534], [-2.6984, -2.8727, -3.5560], [-1.9699, -1.6118, -2.4238], [-0.4822, -4.6084, -3.9797], [0.6121, -3.7864, -5.1193], [-1.0897, -3.8804, -5.5134], [-0.7064, -0.1967, -4.2117], [-1.6373, -1.2512, -5.3944], [0.1553, -1.0475, -5.5072], [-1.6441, 0.6244, -1.1731], [-2.5065, 2.1493, -1.1151], [-3.8966, 2.1048, -1.0056], [-4.6346, 3.1855, -0.5254], [-6.0436, 3.0486, -0.2372], [-7.1678, 2.8650, 0.0549], [-3.9902, 4.4745, -0.3410], [-2.6030, 4.5551, -0.5948], [-1.8295, 3.4487, -0.8799], [-0.1082, 3.6802, -1.1740], [-4.5917, 5.6400, 0.2346], [-5.0261, 6.5507, 0.8091], [-4.3971, 1.1567, -1.2103], [-2.0943, 5.4982, -0.4770], [3.4175, 1.0273, -3.2685], [2.2252, 1.2111, -3.3821], [1.3525, 1.0865, -2.4194], [1.7177, 1.5994, -4.3061]], "e_homo_ev": [-5.29, -5.35], "multiplicity": 2, "homo_lumo_gap_ev": [7.2738, 7.3858], "charge": -1, "e_tot_ev": -96402.533}